1.
Here is 3 unconnected molecules or ions with the total composition C4H13NO2 from OMol25. Energies are from wB97M-V/def2-TZVPD.

```
20
Properties=species:S:1:pos:R:3:mulliken_charge:R:1
C -1.47 0.72 -0.09 -1.37
C -1.16 -0.65 0.39 0.92
C -0.34 -1.49 -0.33 -0.41
N 0.83 -1.03 -0.95 -0.57
C -2.20 -1.37 1.22 -1.15
H -2.38 0.65 -0.72 0.30
H -0.68 1.07 -0.69 0.41
H -1.67 1.35 0.77 0.31
H -0.56 -2.58 -0.48 0.16
H 1.04 -1.57 -1.79 0.22
H 0.73 -0.11 -1.26 0.17
H -2.07 -1.41 2.30 0.24
H -2.29 -2.40 0.90 0.33
H -2.93 -0.60 1.03 0.32
H 3.37 0.04 0.88 0.35
H 2.32 -0.33 -0.11 0.45
O 2.98 0.33 -0.02 -0.70
H 1.99 3.76 -0.83 0.31
H 2.26 2.33 -0.20 0.36
O 2.24 3.31 -0.03 -0.65
```

Values from the calculation:
spin multiplicity = 1
E_LUMO = 0.7 eV
ΔE to the lowest compared entry with this formula, charge and spin = 174.6 kJ/mol
F_max = 4.3 eV/Å
Kohn-Sham gap = 8.71 eV
HOMO = -8.02 eV
DFT total energy = -365.37597 hartree

2.
Here is 3 unconnected molecules or ions with the total composition C4H13NO2 from OMol25. Energies are from wB97M-V/def2-TZVPD.

```
20
Properties=species:S:1:pos:R:3:mulliken_charge:R:1
C -1.37 -1.50 1.85 -1.32
C -1.41 -1.82 0.36 -0.35
C -2.00 -0.55 -0.40 -0.71
C -0.64 0.90 -1.56 -0.33
N -0.90 0.43 -0.41 -0.22
H -0.57 -2.06 2.32 0.27
H -1.30 -0.46 2.10 0.47
H -2.39 -1.77 2.14 0.34
H -1.92 -2.79 0.20 0.35
H -0.40 -1.84 -0.07 0.30
H -2.77 -0.20 0.31 0.28
H -2.32 -0.72 -1.43 0.46
H -1.21 0.62 -2.43 0.23
H 0.29 1.50 -1.63 0.25
H 5.07 3.28 -3.03 0.32
H 5.66 2.33 -4.03 0.32
O 5.91 2.90 -3.30 -0.64
H 1.18 0.55 3.65 0.32
H 0.63 0.33 2.28 0.31
O 0.47 0.87 3.08 -0.64
```

Values from the calculation:
spin multiplicity = 1
E_LUMO = 0.7 eV
ΔE to the lowest compared entry with this formula, charge and spin = 162.4 kJ/mol
F_max = 2.0 eV/Å
Kohn-Sham gap = 10.78 eV
HOMO = -10.10 eV
DFT total energy = -365.38064 hartree

3.
Here is 2 unconnected molecules or ions with the total composition C4H13NO2 from OMol25. Energies are from wB97M-V/def2-TZVPD.

```
20
Properties=species:S:1:pos:R:3:mulliken_charge:R:1
C 2.66 -0.81 -0.66 -1.08
C 1.46 -1.47 0.09 -0.55
N 0.12 -1.10 -0.31 -0.35
C -0.16 0.19 -0.95 -0.70
C -0.33 1.32 0.04 -0.46
O -1.48 1.23 0.86 -0.48
H 2.55 0.27 -0.79 0.31
H 3.52 -0.84 0.01 0.36
H 2.78 -1.30 -1.62 0.28
H 1.57 -2.55 -0.03 0.38
H 1.66 -1.46 1.17 0.32
H -0.16 -1.80 -0.98 0.26
H 0.66 0.42 -1.64 0.35
H -1.06 0.10 -1.55 0.46
H -0.24 2.25 -0.55 0.27
H 0.47 1.46 0.77 0.27
H -2.22 0.92 0.35 0.30
H -3.44 0.57 1.53 0.35
H -4.18 1.78 2.14 0.31
O -4.17 0.83 2.11 -0.63
```

Values from the calculation:
spin multiplicity = 1
E_LUMO = 0.7 eV
ΔE to the lowest compared entry with this formula, charge and spin = 145.6 kJ/mol
F_max = 1.7 eV/Å
Kohn-Sham gap = 9.70 eV
HOMO = -8.96 eV
DFT total energy = -365.38704 hartree

4.
Here is 2 unconnected molecules or ions with the total composition C4H13NO2 from OMol25. Energies are from wB97M-V/def2-TZVPD.

```
20
Properties=species:S:1:pos:R:3:mulliken_charge:R:1
C -0.57 0.94 1.26 -0.79
C 0.80 0.59 0.68 0.58
C 1.74 1.77 0.44 -1.24
O 0.45 -0.13 -0.52 -0.56
C -1.37 -0.11 2.03 -0.53
N -0.69 -0.32 3.36 -0.65
H -0.47 1.85 1.90 0.33
H -1.23 1.34 0.49 0.32
H 1.33 -0.10 1.32 0.17
H 2.78 1.60 0.73 0.33
H 1.56 2.54 1.21 0.31
H 1.66 2.02 -0.62 0.31
H 1.25 -0.52 -0.90 0.28
H -2.36 0.30 2.14 0.30
H -1.41 -1.12 1.61 0.31
H -0.46 0.62 3.68 0.26
H 0.15 -0.85 3.23 0.26
H -0.61 -2.49 -5.20 0.31
H -0.35 -3.11 -6.53 0.32
O -0.51 -2.25 -6.13 -0.63
```

Values from the calculation:
spin multiplicity = 1
E_LUMO = 0.7 eV
ΔE to the lowest compared entry with this formula, charge and spin = 107.1 kJ/mol
F_max = 2.6 eV/Å
Kohn-Sham gap = 9.85 eV
HOMO = -9.18 eV
DFT total energy = -365.40171 hartree